# 1
DFT (the ωB97M-V functional and the def2-TZVPD basis) results for one molecule with the formula C21H24N2O5.

Element x y z (Å)
C (-1.435, -1.654, -0.818)
H (-0.351, -1.708, -0.844)
H (-1.845, -2.465, -1.417)
H (-1.770, -1.765, 0.211)
C (-1.888, -0.307, -1.379)
N (-3.322, -0.142, -1.283)
C (-3.698, 0.897, -0.510)
O (-4.810, 1.285, -0.263)
N (-2.511, 1.486, -0.043)
C (-1.399, 0.838, -0.486)
O (-0.256, 1.137, -0.239)
C (-2.514, 2.602, 0.871)
C (-3.023, 2.174, 2.259)
O (-2.285, 1.138, 2.851)
C (-1.003, 1.514, 3.309)
C (-0.409, 0.344, 4.099)
O (0.082, -0.684, 3.274)
C (1.137, -0.421, 2.450)
C (2.008, 0.656, 2.573)
C (3.039, 0.811, 1.662)
C (3.209, -0.071, 0.615)
C (2.334, -1.145, 0.491)
C (1.324, -1.334, 1.417)
H (0.662, -2.180, 1.336)
O (2.459, -2.076, -0.515)
C (2.659, -1.642, -1.798)
C (3.242, -2.544, -2.684)
C (3.420, -2.192, -4.008)
C (3.022, -0.944, -4.460)
C (2.433, -0.054, -3.579)
C (2.244, -0.393, -2.251)
H (1.772, 0.298, -1.567)
H (2.112, 0.918, -3.927)
H (3.167, -0.670, -5.494)
H (3.876, -2.895, -4.689)
H (3.546, -3.511, -2.315)
H (4.004, 0.066, -0.103)
H (3.716, 1.646, 1.769)
H (1.899, 1.377, 3.368)
H (-1.204, -0.125, 4.683)
H (0.368, 0.711, 4.781)
H (-0.344, 1.756, 2.465)
H (-1.085, 2.396, 3.964)
H (-4.038, 1.783, 2.154)
H (-3.041, 3.060, 2.912)
H (-1.491, 2.981, 0.917)
H (-3.182, 3.375, 0.482)
H (-3.983, -0.748, -1.736)
C (-1.403, -0.112, -2.817)
H (-0.317, -0.118, -2.842)
H (-1.761, 0.837, -3.211)
H (-1.774, -0.917, -3.447)

energy above the lowest of the compared OMol25 structures with the same formula, charge and spin: 1.610 eV
lowest unoccupied orbital energy: 0.780 eV
HOMO-LUMO gap: 9.034 eV
HOMO level: -8.25 eV
energy: -35385.2337 eV

Results of the Löwdin charge analysis, in e, for atoms 1 through 5:
1 C 0.0115
2 H 0.0714
3 H 0.0905
4 H 0.0973
5 C -0.4409

=====

# 2
DFT (the ωB97M-V functional and the def2-TZVPD basis) results for one molecule with the formula C4H9NO.

Element x y z (Å)
C (-1.772, 0.313, -0.499)
C (-0.639, 0.122, 0.500)
O (-1.280, -0.203, 1.732)
C (0.415, -0.906, 0.239)
C (1.851, 0.538, -0.942)
N (1.631, -0.521, -0.161)
H (-2.491, 1.033, -0.093)
H (-1.392, 0.693, -1.452)
H (-2.290, -0.634, -0.673)
H (-0.087, 1.085, 0.572)
H (-0.573, -0.368, 2.370)
H (0.277, -1.931, 0.561)
H (2.800, 1.050, -0.919)
H (1.089, 0.782, -1.665)
H (2.438, -1.028, 0.205)

energy above the lowest of the compared OMol25 structures with the same formula, charge and spin: 3.383 eV
lowest unoccupied orbital energy: 0.876 eV
HOMO-LUMO gap: 7.857 eV
HOMO level: -6.98 eV
energy: -7828.9368 eV

Results of the Löwdin charge analysis, in e, for atoms 1 through 5:
1 C -0.0519
2 C -0.4671
3 O -0.0542
4 C -0.1077
5 C -0.0337

=====

# 3
DFT (the ωB97M-V functional and the def2-TZVPD basis) results for one molecule with the formula C3H5NS2.

Element x y z (Å)
C (-1.860, -0.313, 0.010)
C (0.180, 0.450, 0.290)
C (1.415, 0.287, -0.515)
N (-0.571, -0.800, 0.405)
S (-3.376, -0.894, -0.144)
S (-1.224, 1.416, -0.312)
H (0.549, 0.785, 1.337)
H (1.348, -0.317, -1.435)
H (2.084, -0.449, 0.037)
H (1.943, 1.193, -0.882)
H (-0.488, -1.358, 1.208)

energy above the lowest of the compared OMol25 structures with the same formula, charge and spin: 1.180 eV
lowest unoccupied orbital energy: 0.353 eV
HOMO-LUMO gap: 9.187 eV
HOMO level: -8.83 eV
energy: -26351.5526 eV

Results of the Löwdin charge analysis, in e, for atoms 1 through 5:
1 C -1.0861
2 C -0.7142
3 C -0.1371
4 N -0.0549
5 S 0.6028

=====

# 4
DFT (the ωB97M-V functional and the def2-TZVPD basis) results for a 2-piece molecular cluster, C3H8O overall.

Element x y z (Å)
C (0.534, -1.046, -0.263)
C (-0.603, -0.144, -0.544)
C (-0.745, 0.839, -1.360)
H (0.211, -1.974, -0.868)
H (1.423, -0.745, -0.621)
H (0.381, -1.282, 0.828)
H (-1.572, -0.606, -0.039)
H (-1.582, 1.448, -1.585)
H (-0.025, 1.311, -2.039)
H (1.262, 0.260, 2.304)
H (0.394, 1.242, 1.762)
O (0.321, 0.699, 2.426)

net charge: -1
2S+1: 2
energy above the lowest of the compared OMol25 structures with the same formula, charge and spin: 1.799 eV
expectation value of S²: 0.750
lowest unoccupied orbital energy (alpha / beta): 4.495 / 4.372 eV
HOMO-LUMO gap (alpha / beta): 3.200 / 10.334 eV
HOMO level (alpha / beta): 1.29 / -5.96 eV
energy: -5284.7150 eV

Results of the Löwdin charge analysis, in e, for atoms 1 through 5:
1 C -0.3262
2 C -0.3788
3 C -0.1741
4 H 0.0762
5 H -0.0339